1.
This record from OMol25 describes 10 unconnected molecules or ions with the total composition C29H65Cl15N6O11P2 at a distorted geometry. The level of theory is ωB97M-V/def2-TZVPD.

## Properties
frontier orbital gap = 8.69 eV
E_tot = -9885.75927 Eh
HOMO energy = -8.617 eV

```
128
Properties=species:S:1:pos:R:3:forces:R:3
C -24.0719 19.7668 3.8489 -1.0 0.9 -0.2
Cl -25.8631 19.4086 3.9869 1.2 0.3 0.1
Cl -23.6044 19.6431 2.1623 0.3 -0.5 -0.2
Cl -23.1349 18.8100 4.9501 0.2 -0.4 0.1
H -23.8810 20.8204 4.0699 -0.5 -0.4 0.3
C -16.4595 13.0995 7.3778 1.6 -0.2 -0.2
Cl -16.7927 11.8981 6.1788 0.0 -0.3 -0.7
Cl -14.9732 14.0205 6.9762 0.2 -0.3 0.1
Cl -16.3705 12.3387 8.9396 0.0 0.1 0.5
H -17.1468 13.8813 7.3516 -1.7 0.7 0.1
C -18.7566 13.3401 -0.6200 1.0 -1.3 0.5
Cl -20.4272 12.8672 -0.7581 -0.2 0.0 -0.1
Cl -17.7855 13.0085 -2.0442 -0.2 -0.1 -0.3
Cl -17.9779 12.4851 0.7858 -0.4 0.2 -0.4
H -18.6266 14.3653 -0.4177 -0.2 1.2 0.4
C -20.1911 20.1114 8.4360 0.0 0.8 -0.2
Cl -21.7185 19.5405 9.0793 0.4 -0.2 0.6
Cl -19.1757 21.0276 9.6017 -0.6 -0.4 -0.3
Cl -20.5842 21.1495 7.0323 0.4 -0.2 0.1
H -19.6036 19.2675 8.1111 0.0 -0.1 -0.1
C -22.0521 8.4913 3.7483 -0.9 1.4 1.3
Cl -22.8155 10.1347 3.8542 0.2 -0.5 -0.1
Cl -22.9520 7.3968 4.8165 0.3 0.0 -0.5
Cl -20.3922 8.6160 4.1719 1.1 -0.1 0.4
H -22.0578 8.2220 2.7337 -0.6 -0.7 -1.1
C -23.9527 15.0075 2.5405 -1.0 -0.4 1.2
C -23.9245 15.2330 4.0565 1.3 -0.9 -1.9
O -24.4282 14.0194 4.5872 0.0 0.1 1.7
C -24.2078 13.8946 5.9392 0.9 0.8 -2.0
O -23.9743 14.8069 6.6719 -0.4 1.0 0.8
O -24.1181 12.6414 6.1929 -0.5 -2.6 0.9
C -23.6947 12.2245 7.5340 1.9 -1.2 -3.1
H -23.9584 15.9609 2.0944 0.7 1.1 -1.0
H -24.9160 14.5962 2.2557 -0.3 -0.2 0.1
H -23.2132 14.3015 2.1999 0.5 0.1 -0.1
H -24.4422 16.1122 4.3151 -1.3 0.8 0.6
H -22.8886 15.4464 4.3562 -0.1 -0.5 0.3
H -22.7780 11.5853 7.3271 -0.8 1.1 0.5
H -24.3840 11.5334 7.9120 -1.4 -0.4 0.8
H -23.5020 13.1181 8.0354 0.3 0.9 1.4
C -21.0208 7.2438 11.6367 -0.2 0.6 0.3
C -21.0892 8.7767 11.3424 2.0 -0.8 1.8
O -20.6492 8.9017 10.0049 0.3 -0.5 -0.3
C -20.3763 10.0229 9.3604 -0.8 -0.7 -0.6
O -20.2567 11.1272 9.8014 0.1 0.3 0.4
O -20.3196 9.6756 8.0468 0.8 1.3 0.4
C -19.7661 10.7607 7.2605 -0.9 1.6 0.9
H -21.6625 6.9761 12.5241 0.9 0.4 -0.7
H -19.9582 6.9423 11.7729 -0.9 -0.1 -0.1
H -21.4880 6.7377 10.7731 0.5 0.1 0.3
H -20.5182 9.4068 12.1215 -0.6 -0.9 -1.5
H -22.0925 9.0268 11.4096 -2.0 0.9 -0.1
H -19.2306 10.3483 6.4630 0.4 -0.8 -1.3
H -19.0391 11.3778 7.8291 -0.6 -0.6 0.0
H -20.5684 11.4623 6.8930 0.6 -0.9 0.3
C -20.9659 15.9702 7.9097 -0.5 0.1 -1.2
C -20.8300 14.4684 7.9252 -2.8 -0.1 1.0
O -21.2742 13.8954 6.6866 2.4 -0.1 -2.0
C -20.2544 13.7787 5.7480 -1.0 -0.5 -0.3
O -19.0808 14.0523 5.9196 -1.3 0.0 -0.2
O -20.8018 13.2518 4.6108 1.2 1.0 0.3
C -19.8939 13.2746 3.4053 -0.3 0.6 1.5
H -22.0286 16.2202 7.6951 0.8 -0.1 -0.3
H -20.2640 16.3551 7.1436 -0.5 0.2 0.3
H -20.7743 16.4425 8.8518 0.5 0.0 0.7
H -21.5967 14.0362 8.6111 0.8 0.4 -0.1
H -19.8809 14.1155 8.1942 1.4 -0.5 0.3
H -20.4593 12.8179 2.5945 0.0 0.1 0.2
H -19.0054 12.7126 3.6676 0.1 -0.2 -0.2
H -19.5859 14.3247 3.2051 -0.4 -0.7 0.0
O -26.4397 18.5959 11.7830 1.0 0.2 -0.3
P -25.4200 19.1102 10.8244 -0.4 -0.5 0.0
N -25.5910 20.7462 10.6043 0.6 0.0 -1.2
C -26.4352 21.4936 11.4758 0.7 1.4 0.7
C -24.6986 21.5281 9.7767 0.7 0.5 2.1
N -25.6346 18.3962 9.3355 -0.5 -0.7 -0.2
C -26.6369 17.3018 9.0905 2.2 0.1 0.5
C -25.1963 18.9581 8.0932 -0.8 0.5 -1.5
N -23.7222 18.8682 11.2249 -2.6 0.2 0.0
C -23.2317 19.7933 12.2171 0.0 0.3 1.9
C -23.4829 17.4644 11.5720 0.3 0.1 -0.9
H -26.7957 22.4229 11.0122 -0.3 -0.5 -0.3
H -25.8827 21.8854 12.3508 0.0 -0.3 0.0
H -27.2003 20.8551 11.8300 -1.0 -0.3 0.3
H -25.0732 22.1355 9.0087 -1.5 0.4 -1.3
H -23.8922 20.9945 9.3928 1.0 -1.4 -0.8
H -24.1505 22.2479 10.3758 0.0 0.4 0.7
H -27.4753 17.5395 8.4654 -0.4 0.8 -0.2
H -26.0722 16.5078 8.5765 -0.3 0.0 0.2
H -26.9531 16.9755 10.0542 -0.5 -0.4 0.6
H -25.7622 19.8758 7.7680 -0.2 -0.9 0.2
H -24.2005 19.3274 8.0178 1.1 -0.2 0.5
H -25.2837 18.1590 7.3233 0.0 0.7 0.3
H -23.2408 19.4081 13.2913 0.3 -0.1 -1.3
H -22.2379 20.1597 11.9600 0.2 -0.1 0.1
H -23.8766 20.6559 12.3477 -0.1 0.3 -0.5
H -23.8315 17.1546 12.5872 0.2 0.3 -0.8
H -22.4037 17.3221 11.4474 -0.1 -0.3 0.4
H -23.9690 16.9083 10.7560 0.1 -0.4 0.6
O -17.5717 15.8253 0.4653 -0.2 1.0 0.7
P -17.7202 16.8298 1.5680 0.2 0.1 -1.0
N -19.2193 16.7787 2.2560 0.5 -0.6 -1.0
C -20.4558 16.6826 1.5066 0.4 -0.5 -1.1
C -19.2810 17.1213 3.6386 0.7 -0.6 1.2
N -17.5407 18.4679 1.2009 1.2 0.5 -0.2
C -16.2349 18.7948 0.5404 0.0 -0.7 1.8
C -18.6153 19.4604 0.9329 0.0 -3.0 -0.5
N -16.5985 16.6109 2.7747 0.4 -0.8 -0.2
C -16.3430 15.2283 3.2779 -0.9 1.1 -0.3
C -16.1105 17.7104 3.5860 0.3 -0.1 0.0
H -20.4656 16.7006 0.4025 1.1 0.7 0.3
H -21.1174 17.4177 1.8383 -1.2 1.5 0.5
H -20.9862 15.7746 1.6041 -0.4 -1.6 0.9
H -19.0100 18.1503 3.8643 0.1 0.3 0.0
H -18.6623 16.4323 4.2749 -0.4 0.6 -0.5
H -20.2769 16.9788 3.9571 -1.3 -0.1 0.5
H -15.8066 19.7792 0.7730 -0.7 0.0 -0.1
H -15.4811 18.1020 0.9257 -0.1 -0.1 0.0
H -16.2796 18.5971 -0.4966 -0.1 0.2 -1.3
H -18.5454 19.6455 -0.1115 0.0 0.8 -1.0
H -19.5767 18.9359 1.0086 0.1 0.5 0.5
H -18.5649 20.3485 1.5104 0.2 0.7 0.7
H -16.4263 15.2025 4.3869 -0.4 -0.1 -0.7
H -16.9996 14.5537 2.7251 -0.3 0.0 0.5
H -15.3784 14.8786 3.0159 1.3 -0.1 -0.2
H -16.7144 18.5579 3.2629 0.3 0.3 0.6
H -15.0159 17.9934 3.4840 -1.1 -0.7 -0.1
H -16.3121 17.4083 4.6182 0.1 0.6 0.2
```
Positions in Å, forces in eV/Å.

=====

2.
This record from OMol25 describes a molecular structure, C39H54AsFeGe2NO4SSe2. The level of theory is ωB97M-V/def2-TZVPD.

## Properties
spin multiplicity = 5
frontier orbital gap (alpha / beta) = 6.24 / 5.81 eV
E_tot = -14728.54915 Eh
charge = -2
HOMO energy (alpha / beta) = -2.015 / -2.134 eV

```
105
Properties=species:S:1:pos:R:3:forces:R:3
Fe 0.5920 -0.1693 0.1141 0.7 0.2 0.7
C 2.3052 4.4039 1.2216 0.0 0.0 0.0
C 2.6281 3.0349 0.6251 0.1 0.0 0.0
Ge 1.7834 1.4726 1.5916 -0.2 -0.2 -0.2
C 3.3632 0.6451 2.4518 0.0 0.1 0.0
C 4.0789 1.6081 3.3980 0.0 0.0 0.0
C 0.7064 2.2252 3.0501 -0.1 0.0 0.0
C -0.5527 1.7990 3.2132 0.1 -0.1 0.0
Ge -1.2553 0.6808 1.7039 0.2 -0.1 -0.2
C -2.5259 1.8272 0.6237 0.0 0.0 0.0
C -4.0338 1.9286 0.8865 0.1 0.0 0.0
C -2.1228 -0.9806 2.3658 0.0 0.0 -0.1
C -3.3935 -0.9099 3.2113 0.0 -0.1 0.1
C -1.3271 2.1429 4.4321 0.0 0.0 0.0
C -0.6964 2.4249 5.6498 0.0 0.0 0.0
C -1.4240 2.7637 6.7799 0.0 0.0 0.0
C -2.8117 2.8183 6.7356 0.0 0.0 0.0
C -3.4568 2.5083 5.5472 0.0 0.0 0.0
C -2.7216 2.1662 4.4209 0.0 0.1 0.1
H 2.7920 5.2234 0.6807 0.0 0.0 0.0
H 2.6160 4.4670 2.2668 0.0 0.0 0.0
H 1.2285 4.5977 1.2095 0.0 0.0 0.0
H 3.7086 2.8560 0.6555 0.0 0.0 0.0
H 2.3462 3.0117 -0.4303 0.0 0.0 0.0
H 4.0323 0.3218 1.6518 0.0 0.0 0.0
H 3.0288 -0.2523 2.9681 0.0 0.0 0.0
H 4.4205 2.5122 2.8832 0.0 0.0 0.0
H 4.9580 1.1463 3.8596 0.0 0.0 0.0
H 3.4206 1.9284 4.2100 0.0 0.0 0.0
H 1.1421 2.8977 3.7940 0.0 0.0 0.0
H -2.3789 1.4576 -0.3919 0.0 -0.1 0.0
H -2.1002 2.8338 0.6266 0.0 0.0 0.0
H -4.4992 0.9585 1.0512 0.0 0.0 0.0
H -4.5391 2.3795 0.0255 0.0 0.0 0.0
H -4.2734 2.5561 1.7457 0.0 0.0 0.1
H -1.3187 -1.4767 2.9094 0.0 0.0 0.0
H -2.2771 -1.6066 1.4817 0.0 0.0 0.0
H -3.2223 -0.3854 4.1535 0.0 0.0 0.0
H -3.7411 -1.9177 3.4620 0.0 0.0 0.0
H -4.2187 -0.4056 2.7062 0.0 0.0 -0.1
H 0.3815 2.3535 5.7121 0.0 0.0 0.0
H -0.9036 2.9715 7.7078 0.0 0.0 0.0
H -3.3795 3.0764 7.6214 0.0 0.0 0.0
H -4.5393 2.5173 5.4942 0.0 0.0 0.0
H -3.2378 1.8960 3.5144 -0.1 0.0 -0.2
S -0.9760 0.1436 -3.7593 0.0 -0.2 0.2
C -0.7830 1.6808 -2.9708 0.0 0.2 0.0
C -1.0902 2.8443 -3.7120 0.0 0.0 0.1
C -0.8875 4.0875 -3.1594 0.0 0.0 -0.1
C -0.4076 4.1795 -1.8569 0.0 0.0 0.1
C -0.1638 2.9987 -1.1864 0.0 -0.1 0.0
N -0.3244 1.7801 -1.7093 0.0 0.0 -0.2
H -1.4756 2.7319 -4.7161 0.0 0.0 0.0
H -1.1083 4.9804 -3.7339 0.0 0.0 0.0
H -0.2383 5.1295 -1.3683 0.0 0.0 0.0
H 0.1796 3.0150 -0.1578 0.0 0.0 0.0
C 4.3067 -0.0068 -1.1772 0.0 0.0 0.0
As 2.4690 0.0305 -1.8193 -0.2 0.1 0.1
C 2.6577 1.3729 -3.2381 0.0 -0.1 0.0
C 2.4278 -1.6550 -2.8452 0.0 0.0 0.0
C 3.3532 -1.7022 -4.0093 0.0 0.0 0.0
C 2.9392 -1.2358 -5.2602 0.0 0.0 0.0
C 3.8006 -1.2413 -6.3466 0.0 0.0 0.0
C 5.1005 -1.7140 -6.2106 0.0 0.0 0.0
C 5.5227 -2.1882 -4.9762 0.0 0.0 0.0
C 4.6581 -2.1832 -3.8896 0.0 0.0 0.0
H 5.0099 -0.1908 -1.9908 0.0 0.0 0.0
H 4.3519 -0.7941 -0.4256 0.0 0.0 0.0
H 4.5349 0.9534 -0.7125 0.0 0.0 0.0
H 3.5490 1.2037 -3.8429 0.0 0.0 0.0
H 2.7184 2.3524 -2.7609 0.0 0.0 0.0
H 1.7724 1.3434 -3.8723 0.0 0.0 0.0
H 1.3860 -1.7605 -3.1490 0.0 0.0 0.0
H 2.6413 -2.4068 -2.0835 0.0 0.0 0.0
H 1.9249 -0.8665 -5.3660 0.0 0.0 0.0
H 3.4545 -0.8745 -7.3058 0.0 0.0 0.0
H 5.7737 -1.7194 -7.0593 0.0 0.0 0.0
H 6.5304 -2.5685 -4.8565 0.0 0.0 0.0
H 4.9898 -2.5632 -2.9305 0.0 0.0 0.0
O 2.0662 -1.6367 0.3333 -0.3 0.1 0.0
Se 1.6895 -2.5604 1.7171 -0.3 0.4 -0.4
O 3.0664 -3.1340 2.3402 0.2 0.1 0.2
O 0.9170 -1.4379 2.6311 0.1 0.0 0.3
O 0.6597 -3.7311 1.2734 -0.1 -0.3 -0.1
C -5.0686 -6.0387 -0.8731 0.0 0.0 0.0
C -4.0772 -4.9121 -1.0049 0.0 0.0 0.0
C -4.4750 -3.5890 -0.8810 0.0 0.0 0.0
C -3.5630 -2.5425 -0.9761 0.1 0.0 0.0
C -4.0397 -1.1282 -0.8261 0.0 0.0 0.0
C -2.2082 -2.8341 -1.1966 -0.2 0.2 0.1
Se -0.9151 -1.4328 -1.3239 -0.2 -0.2 -0.6
C -1.7903 -4.1624 -1.3734 0.0 -0.1 0.0
C -0.3604 -4.5183 -1.6509 0.1 0.1 0.0
C -2.7377 -5.1746 -1.2573 0.0 0.0 0.0
H -6.0774 -5.6566 -0.7116 0.0 0.0 0.0
H -4.8167 -6.6875 -0.0311 0.0 0.0 0.0
H -5.0842 -6.6618 -1.7706 0.0 0.0 0.0
H -5.5207 -3.3607 -0.6964 0.0 0.0 0.0
H -5.1202 -1.0956 -0.6678 0.0 0.0 0.0
H -3.7864 -0.5307 -1.7041 0.0 0.0 0.0
H -3.5461 -0.6560 0.0208 0.0 0.0 0.0
H 0.0794 -3.8327 -2.3786 -0.1 -0.1 0.0
H -0.2868 -5.5400 -2.0258 0.0 0.0 0.0
H 0.2251 -4.4069 -0.7311 0.0 0.0 0.0
H -2.4086 -6.2036 -1.3688 0.0 0.0 0.0
```
Positions in Å, forces in eV/Å.